Entry 1:
# C6H10N2

One molecule with the formula C6H10N2 in a non-equilibrium geometry (ωB97M-V with the def2-TZVPD basis set, the Open Molecules 2025 dataset).

```
! wB97M-V def2-TZVPD RIJCOSX def2/J DEFGRID3
* xyz 0 1
H -2.51 -1.27 -0.23
H 0.23 1.56 -1.55
H 2.34 0.09 1.38
C -1.86 -0.56 0.29
C 1.82 0.39 0.41
C -0.41 -0.78 0.52
H 0.05 1.34 1.57
C 0.30 0.66 0.72
H -0.06 -1.20 -1.74
C -0.21 0.83 -0.78
H 2.27 -1.39 -0.49
H -2.37 -0.32 1.27
H -0.07 -1.63 1.15
H -2.17 1.43 -0.29
N -1.69 0.62 -0.71
C 0.25 -0.64 -0.87
N 1.73 -0.51 -0.80
H 2.38 1.36 0.15
*
```

highest occupied orbital energy: -0.3136 Eh

=====

Entry 2:
# CH4NS

A 2-piece molecular cluster, CH4NS overall in a non-equilibrium geometry (ωB97M-V with the def2-TZVPD basis set, the Open Molecules 2025 dataset).

```
! wB97M-V def2-TZVPD RIJCOSX def2/J DEFGRID3
* xyz -1 1
N 1.29 -0.68 -0.33
S -2.65 -0.01 0.79
C 0.92 0.52 -0.08
H -0.08 0.92 -0.22
H -1.67 -0.69 0.14
H 0.45 -1.19 -0.58
H 1.73 1.14 0.29
*
```

highest occupied orbital energy: -0.0978 Eh

=====

Entry 3:
# C7H9ClOSi

A 2-piece molecular cluster, C7H9ClOSi overall in a non-equilibrium geometry (ωB97M-V with the def2-TZVPD basis set, the Open Molecules 2025 dataset).

```
! wB97M-V def2-TZVPD RIJCOSX def2/J DEFGRID3
* xyz 0 1
C -0.36 1.41 3.43
C 1.01 -1.14 -2.93
C -0.31 -1.34 -2.78
H 1.50 0.49 0.08
H -2.01 -1.24 -1.45
Si -2.95 1.73 2.27
O -1.52 2.10 2.91
H 0.25 2.28 3.52
C -0.95 -1.08 -1.56
C 1.14 -0.11 -0.80
H -3.03 0.66 1.10
H 1.47 -1.34 -4.01
H -0.70 0.85 4.31
Cl -3.73 3.56 1.95
H 2.73 -0.19 -2.17
C -0.20 -0.50 -0.61
C 1.80 -0.46 -1.98
H -0.86 -1.70 -3.65
H -0.12 0.53 2.71
*
```

highest occupied orbital energy (spin up / spin down): -0.3471 / -0.2643 Eh

=====

Entry 4:
# C36H31FNO3PReS6

C36H31FNO3PReS6 as an isolated structure (ωB97M-V with the def2-TZVPD basis set, the Open Molecules 2025 dataset).

```
! wB97M-V def2-TZVPD RIJCOSX def2/J DEFGRID3
* xyz 0 2
C -2.56 2.20 -2.83
H -2.67 3.69 0.48
N 2.16 0.58 1.08
C -4.63 -0.81 0.22
H -0.58 2.10 4.42
H -1.51 -0.61 3.23
S -1.64 -4.33 -2.33
H -2.76 0.27 -3.77
C -0.73 3.45 1.38
P -0.86 1.64 1.63
C -0.40 6.17 0.84
C -4.36 0.70 4.52
C -0.91 -5.41 -1.19
H -3.37 -1.20 4.73
O -3.27 -0.59 0.69
C 1.79 0.77 2.37
H 3.26 0.57 5.44
C 1.31 1.40 5.08
C 2.50 0.79 4.70
H -2.30 4.23 -2.22
C 2.20 0.65 -2.85
H -2.40 6.09 0.07
C -2.01 1.73 -5.13
H -1.91 1.00 -5.92
H 1.63 3.96 -2.39
H -5.17 0.45 5.19
H -5.08 2.68 4.13
C -2.31 0.11 3.40
H 1.05 -0.94 -2.04
H -4.58 -0.70 -0.86
H -1.94 2.11 -7.52
C -5.59 0.18 0.85
C 0.45 2.36 -1.54
H -5.59 0.09 1.94
C -2.47 1.31 -3.90
C 1.49 2.89 -2.30
C -3.35 -0.22 4.26
H -5.32 1.20 0.58
H -3.27 -0.50 1.65
H -6.60 -0.02 0.49
C 0.54 1.30 2.76
H 3.69 0.06 3.08
O -1.36 2.85 -7.74
S -0.39 -1.62 0.73
C -1.59 5.53 0.53
H 2.96 0.01 0.88
H 1.28 3.54 2.14
C 0.35 1.64 4.12
C -0.73 -2.97 -0.26
C -1.36 -2.84 -1.46
C -2.23 3.53 -3.05
S -0.89 -7.03 -1.37
C -4.31 1.95 3.92
H 1.57 5.93 1.65
H -0.27 7.22 0.63
H 1.12 1.67 6.11
S -3.09 1.72 -1.21
F 3.36 2.53 -3.66
C 0.47 4.09 1.69
C 2.74 0.49 3.38
C -2.26 1.36 2.78
H -1.49 4.99 -4.44
C -1.77 3.96 -4.28
C 0.24 0.97 -1.43
C -1.75 4.18 0.78
Re -1.36 0.18 -0.35
C -1.13 3.59 -6.63
H 2.90 0.00 -3.38
H 1.50 0.69 0.32
C 1.15 0.14 -2.11
O -0.53 4.63 -6.73
H -4.89 -1.84 0.46
H -0.22 3.05 -1.05
H -3.25 3.26 2.62
C 0.63 5.44 1.41
C 2.35 2.02 -2.94
C -1.65 3.06 -5.34
C -3.27 2.28 3.06
S -0.31 -4.60 0.22
S -1.81 -1.33 -2.11
*
```

highest occupied orbital energy (spin up / spin down): -0.2795 / -0.2816 Eh
<S²>: 0.992